Record 1
Here is an isolated molecule of C2H3NO2 in a non-equilibrium geometry from the OMol25 dataset. Energies are from the ωB97M-V functional and the def2-TZVPD basis.

- Structure (SMILES): O=CNC=O

Geometry as XYZ:
```
8
Properties=species:S:1:pos:R:3:mulliken_charge:R:1
C -0.83630 0.74865 0.54317 0.1788
C 0.99647 -0.52196 -0.35264 0.0872
H -1.98716 0.85704 0.66678 0.3018
H -0.90707 -0.99356 -0.86586 0.2798
H 1.64746 -0.06844 0.45669 0.3103
N -0.40255 -0.27160 -0.26145 -0.1169
O 0.01208 1.50466 1.04003 -0.5300
O 1.47707 -1.25479 -1.22672 -0.5109
```

=====

Record 2
Here is a structure of composition C6H10 in a non-equilibrium geometry from the OMol25 dataset. Energies are from the ωB97M-V functional and the def2-TZVPD basis.

Geometry as XYZ:
```
16
Properties=species:S:1:pos:R:3:mulliken_charge:R:1
C -1.44541 0.46112 0.44468 -0.7543
C -0.46838 0.90976 -0.57518 -0.1877
C 1.00280 0.97429 -0.31011 -0.4318
C 1.45175 -0.22823 0.48183 -0.8582
C 0.02318 -1.56120 -0.00787 -0.8648
C -1.04002 -0.61546 -0.49490 0.0779
H -1.13912 0.33450 1.47728 0.2165
H -2.43730 0.86739 0.31587 0.2847
H -0.77996 1.71346 -1.26345 0.3708
H 1.57014 1.06292 -1.25320 0.3147
H 1.04293 1.93382 0.22423 0.2778
H 1.19319 -0.14699 1.54297 0.2532
H 2.56470 -0.34775 0.43316 0.3599
H -0.05663 -1.93578 1.01460 0.2677
H 0.13451 -2.43534 -0.69826 0.2968
H -1.66062 -0.90240 -1.34559 0.3767
```

=====

Record 3
Here is a structure of composition C43H41Br3N8O10 from the OMol25 dataset. Energies are from the ωB97M-V functional and the def2-TZVPD basis.

Geometry as XYZ:
```
105
Properties=species:S:1:pos:R:3:mulliken_charge:R:1
N 36.10554 13.45083 -6.26443 0.0931
C 37.12328 13.47891 -7.18635 -0.8364
C 37.74508 14.68542 -7.08977 -0.4347
C 37.02721 15.45117 -6.12414 0.5162
C 36.01530 14.66510 -5.63287 -1.6701
H 35.40726 12.73146 -6.22260 0.2661
H 37.30911 12.61558 -7.80173 0.4464
H 38.61418 14.99326 -7.64723 0.6296
H 37.33415 16.40978 -5.73953 0.6507
H 35.29958 14.86731 -4.85487 0.3772
N 33.62474 15.44648 -8.12788 0.5751
C 32.84598 14.35727 -7.83645 -0.2543
C 31.67339 14.45591 -8.52416 -0.8211
C 31.71625 15.68553 -9.23027 -0.6130
C 32.91989 16.27578 -8.97043 -0.5192
H 34.50085 15.69210 -7.69185 0.0755
H 33.22587 13.56657 -7.21574 0.3280
H 30.83181 13.78642 -8.46243 0.3946
H 30.95715 16.09396 -9.87637 0.4398
H 33.31679 17.20845 -9.32944 0.3132
N 43.86942 16.09905 -8.50445 0.0406
C 42.94100 16.52233 -9.42815 -0.7605
C 42.67725 17.83926 -9.16503 0.3020
C 43.51899 18.24302 -8.08403 -1.1478
C 44.24468 17.14330 -7.70266 -0.5453
H 44.18118 15.14764 -8.44316 0.1941
H 42.55615 15.82154 -10.14906 0.3408
H 42.06808 18.53340 -9.72022 0.6778
H 43.54980 19.23710 -7.67304 0.5173
H 44.88801 16.97443 -6.85574 0.4125
C 37.58739 18.49601 -8.94541 0.3736
Br 39.29948 17.73831 -9.44120 0.1394
Br 37.41612 19.01317 -7.10909 0.0175
Br 36.12284 17.34170 -9.43219 -0.0338
H 37.51654 19.37878 -9.56587 -0.3742
C 35.28061 26.10501 -9.93851 -0.4498
C 34.48327 25.03152 -10.32614 -0.8130
C 34.88526 23.72557 -10.08876 -0.2069
C 36.07727 23.53921 -9.42646 0.0848
C 36.88265 24.58855 -9.01590 -0.2563
C 36.48512 25.87449 -9.28402 -0.5975
N 36.54463 22.17133 -9.19268 1.2425
O 36.07240 21.29426 -9.89125 -0.6023
O 37.37486 21.97347 -8.32747 -0.6384
H 34.98844 27.12976 -10.12419 0.4203
H 33.52033 25.23155 -10.77903 0.3953
H 34.23416 22.91979 -10.39129 0.4714
H 37.78057 24.36953 -8.45429 0.5034
H 37.07349 26.72500 -8.96718 0.4227
C 40.06428 14.47931 -12.01304 -0.3853
C 39.92300 15.83659 -12.27421 -0.2858
C 38.88617 16.27732 -13.09005 -0.5153
C 38.06516 15.33859 -13.68083 0.3966
C 38.20301 13.98196 -13.45325 -0.6292
C 39.22872 13.55880 -12.62594 -0.5268
N 37.05593 15.79900 -14.64047 1.0014
O 36.61026 16.92584 -14.49577 -0.5633
O 36.73147 15.01377 -15.50558 -0.5961
H 40.80577 14.13054 -11.30427 0.3314
H 40.56767 16.56300 -11.79897 0.6561
H 38.80408 17.33229 -13.31164 0.2881
H 37.53069 13.24932 -13.87447 0.4410
H 39.35427 12.50943 -12.39396 0.3772
C 39.88806 24.40549 -12.34468 -0.4589
C 38.65347 23.80414 -12.12757 -0.6541
C 38.57693 22.43969 -11.96337 -0.1749
C 39.71513 21.67600 -12.14032 -0.0846
C 40.94245 22.24472 -12.40903 -0.4210
C 41.03357 23.63196 -12.47876 -0.5672
N 39.60226 20.22068 -12.06196 1.1137
O 38.48039 19.74154 -12.04892 -0.5750
O 40.62593 19.57141 -11.99696 -0.5821
H 39.96472 25.48019 -12.45161 0.3956
H 37.76194 24.41761 -12.11006 0.4617
H 37.63704 21.94614 -11.76053 0.6888
H 41.81708 21.63933 -12.60069 0.4699
H 41.97751 24.11143 -12.69785 0.3836
C 32.84715 18.00415 -5.74117 -0.5732
C 33.89580 18.51359 -6.48127 -0.0280
C 33.68609 19.58923 -7.32748 0.3526
C 32.44101 20.17981 -7.41028 0.0354
C 31.37128 19.66849 -6.69637 -0.7485
C 31.58635 18.58779 -5.85474 -0.4781
N 32.23607 21.27175 -8.36079 1.0389
O 31.09428 21.51576 -8.69522 -0.6084
O 33.22611 21.85273 -8.77753 -0.6522
H 32.91499 17.15028 -5.07956 0.3900
H 34.87049 18.04953 -6.53562 0.1337
H 34.50751 20.06454 -7.85221 0.1868
H 30.38660 20.11512 -6.69543 0.4551
H 30.76944 18.22393 -5.24673 0.4002
C 40.61782 17.42713 -6.00595 -0.1252
C 39.90817 16.63051 -5.11746 -0.6716
C 39.47080 17.13972 -3.90723 -0.5286
C 39.62067 18.49561 -3.67758 0.3450
C 40.31430 19.30976 -4.55339 -0.6948
C 40.82795 18.77287 -5.71536 -0.3343
N 39.21595 19.05046 -2.38353 0.9696
O 39.12259 18.28016 -1.44937 -0.6009
O 38.97002 20.24039 -2.33648 -0.5929
H 40.92960 17.04372 -6.96939 0.5225
H 39.76890 15.58011 -5.33690 0.5718
H 38.98160 16.51173 -3.17664 0.4419
H 40.47826 20.34935 -4.30048 0.4213
H 41.36584 19.39024 -6.42041 0.2996
```

=====

Record 4
Here is a cluster of 3 separate species, C33H64BBrClN6O9S in total in a non-equilibrium geometry from the OMol25 dataset. Energies are from the ωB97M-V functional and the def2-TZVPD basis.

- Net charge: +1

Geometry as XYZ:
```
116
Properties=species:S:1:pos:R:3:mulliken_charge:R:1
C 3.47187 -2.36584 7.44424 -0.0212
C 2.92260 -2.55206 6.38126 -1.8467
C 2.29102 -2.70274 5.05819 1.0838
N 0.85883 -2.24486 5.22740 0.1014
C 0.09994 -2.46058 3.96232 -1.0765
C -1.39932 -2.13619 4.25052 -1.6609
C -2.17055 -3.45342 4.44777 0.3428
C -3.68561 -3.11379 4.51914 -1.2940
Cl -1.68812 -4.29072 5.96608 -0.2052
C 0.72649 -1.66668 2.73102 0.5341
C 0.40085 -0.16391 2.96161 -0.9496
C 1.10263 0.90161 2.10102 -0.7838
C 2.63996 0.95334 2.12258 -0.2015
Br 3.15013 2.32983 0.79705 -0.1361
C -0.08279 -2.15503 1.51266 -1.7495
C 0.56796 -1.58751 0.18372 1.1544
C -0.48104 -0.80893 -0.77293 -2.2280
O 0.20370 -2.22144 -0.96962 -0.5843
N 2.16468 -2.02769 2.71814 1.6691
C 2.39279 -3.35837 2.14561 -0.0571
C 3.70696 -4.10503 2.46206 -0.8511
C 4.88694 -3.68324 1.55515 -0.8189
C 4.75672 -4.07395 0.08232 -0.7055
S 5.08437 -5.83719 -0.28389 -0.1737
C 3.56448 -6.53006 0.33742 0.4574
N 2.42454 -6.08760 -0.04232 -0.1612
N 1.52296 -6.82700 0.70212 -0.4194
C 2.15241 -7.60870 1.45614 0.0431
O 3.51583 -7.48068 1.26407 -0.2792
C 2.82885 -1.71304 3.95108 -1.9311
O 4.23030 -1.61393 3.88594 -0.2789
B 4.79793 -0.43192 4.39598 0.5968
O 5.52394 0.33150 3.52095 -0.6173
O 4.69489 -0.01898 5.70132 -0.5559
H 3.99162 -2.36933 8.37913 0.4967
H 2.35992 -3.75753 4.78063 0.3202
H 0.47795 -2.82617 5.98756 0.6836
H 0.84397 -1.28364 5.57948 0.6257
H 0.11570 -3.54400 3.78854 0.5273
H -1.50374 -1.50321 5.14429 0.5583
H -1.91048 -1.62464 3.43056 0.4990
H -2.05587 -4.09719 3.56703 0.4722
H -4.08576 -3.06135 3.49553 0.3492
H -4.26155 -3.87255 5.05350 0.4018
H -3.80836 -2.11437 4.95500 0.3432
H -0.67431 0.00512 2.82838 0.4403
H 0.58769 0.09340 4.02155 0.4254
H 0.76635 1.87800 2.48280 0.8475
H 0.78638 0.91409 1.05005 0.0040
H 2.96413 1.36364 3.08310 0.4148
H 3.15810 0.05195 1.80548 -0.1742
H -1.03405 -1.62649 1.49168 0.9721
H -0.15893 -3.23710 1.37729 0.5152
H 1.58160 -1.16773 0.24636 0.9812
H 0.29091 0.04646 -0.79363 0.1313
H -0.55979 -0.79492 -1.87435 0.4546
H 1.58171 -4.09021 2.31711 -0.0426
H 2.39663 -3.24734 1.04832 0.1258
H 4.07104 -3.98168 3.49378 0.2710
H 3.49854 -5.18396 2.41853 0.5505
H 5.83462 -3.98558 2.01954 0.5432
H 4.91029 -2.57810 1.58491 0.0707
H 5.52539 -3.52597 -0.47918 0.4800
H 3.78133 -3.82701 -0.34832 0.2494
H 1.76040 -8.30353 2.18306 0.4110
H 2.51275 -0.73274 4.35649 1.0416
H 5.70094 -0.19195 2.72823 0.3129
H 5.58820 0.04216 6.06331 0.3021
C -1.96779 2.27274 -7.24198 -0.6276
O -3.35727 2.33696 -6.97699 -0.2581
C -4.10149 1.28178 -7.57900 -0.8429
C -4.65153 0.33910 -6.52547 -0.1834
N -3.58412 -0.43354 -5.89985 -0.3095
C -3.99706 -1.17467 -4.70956 -0.7516
C -4.47036 -0.37305 -3.49737 -0.5006
O -3.45525 0.39955 -2.87838 -0.4070
C -3.24720 1.67941 -3.45045 -0.2785
H -1.51422 3.19160 -6.87229 0.0853
H -1.50170 1.42837 -6.72278 0.2949
H -1.77246 2.19694 -8.31510 0.3626
H -3.50724 0.74006 -8.32035 0.3984
H -4.94222 1.74261 -8.10478 0.3779
H -5.36500 -0.34648 -6.99153 0.4106
H -5.19252 0.94687 -5.78818 0.1734
H -2.83808 0.19628 -5.63440 0.0383
H -3.13600 -1.77151 -4.39779 0.3641
H -4.78291 -1.88157 -4.99392 0.4207
H -4.78961 -1.09724 -2.74227 0.3892
H -5.34963 0.24401 -3.71383 0.3283
H -4.16443 2.10502 -3.86422 0.3254
H -2.47079 1.63867 -4.21973 0.1208
H -2.88502 2.34393 -2.66355 0.0242
C -2.11835 5.99421 -4.95885 -0.1656
O -0.85429 6.41033 -4.47242 -0.3483
C -0.88541 7.66480 -3.79923 -0.8483
C -0.61971 7.48568 -2.31676 -0.1556
N -1.73792 6.81932 -1.65907 -0.2807
C -1.45924 6.38344 -0.29302 -0.8445
C -0.37970 5.32063 -0.08953 -0.4250
O -0.71603 4.04510 -0.61706 -0.2941
C -0.41481 3.87460 -1.99240 -0.2900
H -1.96342 5.11281 -5.57951 -0.2869
H -2.79093 5.72069 -4.13872 0.2649
H -2.58296 6.77211 -5.57061 0.3805
H -1.82794 8.19275 -3.96970 0.3975
H -0.08468 8.27653 -4.22404 0.4183
H -0.46406 8.46525 -1.85566 0.4151
H 0.30886 6.90825 -2.21513 0.1612
H -1.99729 6.00520 -2.20096 0.0086
H -2.39597 5.98642 0.10624 0.3849
H -1.20797 7.26198 0.30979 0.4239
H -0.27637 5.17409 0.98992 0.3004
H 0.60558 5.64353 -0.44378 0.3562
H 0.46262 4.44639 -2.30315 0.3111
H -1.27508 4.14019 -2.61189 -0.0944
H -0.21090 2.81603 -2.16726 0.2549
```

=====

no.,frontier orbital gap (eV),LUMO energy (eV)
1,10.84,0.4502
2,10.22,1.2442
3,7.49,-0.6764
4,7.48,-2.4749